Record 1
{"formula": "C33H22Cl2N6O5Ti", "method": "ωB97M-V/def2-TZVPD", "gap_ev": 4.0199, "de_lowest_kcal_mol": 0.0, "total_charge": -2, "elements": ["Ti", "Cl", "C", "C", "C", "N", "C", "O", "C", "C", "C", "C", "C", "N", "C", "C", "C", "Cl", "N", "C", "O", "C", "C", "C", "C", "C", "N", "H", "H", "H", "H", "H", "H", "H", "H", "H", "H", "C", "O", "C", "C", "C", "C", "C", "C", "N", "N", "C", "O", "C", "C", "C", "C", "C", "C", "C", "O", "H", "H", "H", "H", "H", "H", "H", "H", "H", "H", "H", "H"], "xyz": [[-0.086, 0.231, -0.361], [-5.526, -0.470, -4.987], [-4.511, 0.153, -3.706], [-3.477, -0.643, -3.235], [-2.641, -0.187, -2.217], [-1.525, -0.859, -1.721], [-1.454, -2.187, -1.863], [-2.295, -2.981, -2.305], [-0.109, -2.724, -1.472], [0.184, -4.064, -1.661], [1.477, -4.503, -1.438], [2.426, -3.568, -1.055], [2.043, -2.250, -0.868], [0.784, -1.827, -1.042], [-2.864, 1.089, -1.660], [-3.917, 1.868, -2.136], [-4.730, 1.402, -3.159], [-6.034, 2.423, -3.720], [-1.933, 1.482, -0.700], [-2.258, 2.455, 0.158], [-3.338, 3.040, 0.317], [-1.081, 2.903, 0.972], [-1.199, 3.987, 1.827], [-0.061, 4.477, 2.443], [1.152, 3.871, 2.153], [1.177, 2.779, 1.302], [0.074, 2.272, 0.739], [-3.329, -1.624, -3.651], [-0.615, -4.710, -1.999], [1.745, -5.543, -1.578], [3.461, -3.842, -0.894], [2.764, -1.514, -0.550], [-4.109, 2.834, -1.702], [-2.181, 4.418, 1.959], [-0.114, 5.325, 3.116], [2.081, 4.229, 2.578], [2.108, 2.283, 1.078], [2.122, 0.922, -3.998], [2.995, 1.864, -3.385], [3.545, 1.488, -2.178], [4.905, 1.660, -2.019], [5.505, 1.319, -0.794], [4.749, 0.795, 0.223], [3.346, 0.593, 0.096], [2.608, 0.033, 1.163], [1.279, -0.191, 1.152], [0.803, -0.749, 2.305], [-0.487, -0.926, 2.208], [-1.144, -0.595, 1.149], [-1.221, -1.522, 3.345], [-0.570, -1.908, 4.520], [-1.283, -2.467, 5.568], [-2.658, -2.652, 5.466], [-3.310, -2.270, 4.301], [-2.600, -1.709, 3.249], [2.731, 0.989, -1.137], [1.427, 0.901, -1.305], [2.209, 1.076, -5.075], [1.090, 1.064, -3.682], [2.419, -0.101, -3.754], [5.480, 2.050, -2.850], [6.572, 1.458, -0.659], [5.218, 0.518, 1.163], [3.136, -0.242, 2.072], [0.499, -1.758, 4.584], [-0.763, -2.762, 6.473], [-3.214, -3.090, 6.288], [-4.381, -2.408, 4.210], [-3.093, -1.406, 2.335]], "forces_ev_per_angstrom": [[0.133, -0.011, 0.074], [0.001, 0.000, 0.001], [-0.002, 0.003, 0.000], [0.004, -0.002, 0.004], [-0.016, 0.005, 0.010], [0.016, 0.027, -0.002], [0.016, -0.020, 0.000], [-0.002, 0.008, 0.000], [-0.011, -0.016, -0.007], [-0.005, 0.007, -0.003], [0.001, -0.003, 0.000], [-0.006, 0.003, -0.003], [0.028, 0.004, -0.004], [-0.023, 0.039, 0.018], [-0.005, -0.016, 0.003], [0.002, 0.001, 0.002], [0.000, -0.004, -0.001], [0.000, 0.000, 0.000], [0.011, -0.008, -0.001], [0.012, 0.021, 0.020], [0.001, -0.008, -0.003], [-0.020, 0.001, 0.008], [0.001, -0.004, -0.007], [0.001, 0.004, 0.003], [-0.004, -0.006, -0.002], [0.027, 0.017, -0.007], [-0.009, -0.033, -0.028], [0.000, 0.000, -0.001], [0.001, 0.000, 0.000], [0.000, 0.000, -0.001], [0.000, 0.001, 0.001], [0.000, -0.001, 0.004], [0.001, -0.001, 0.000], [0.000, 0.000, 0.000], [0.000, 0.000, -0.001], [0.000, -0.001, 0.000], [-0.003, 0.000, 0.000], [-0.002, 0.001, 0.002], [0.004, -0.002, 0.000], [0.014, 0.000, 0.001], [-0.029, 0.003, -0.031], [-0.014, -0.011, 0.031], [0.024, 0.008, -0.019], [-0.042, -0.026, 0.032], [0.066, 0.025, -0.022], [-0.140, -0.006, -0.008], [0.027, 0.030, -0.065], [-0.040, -0.012, 0.043], [0.064, 0.041, -0.081], [-0.002, 0.002, -0.019], [0.002, -0.010, 0.001], [-0.001, 0.005, 0.001], [0.001, -0.003, 0.001], [-0.001, 0.007, -0.002], [-0.001, -0.005, 0.002], [0.039, 0.020, 0.012], [-0.106, -0.072, 0.048], [-0.001, 0.001, 0.001], [0.001, -0.001, -0.001], [0.001, 0.000, -0.001], [-0.002, -0.001, 0.000], [0.001, 0.000, 0.000], [-0.002, 0.000, 0.000], [-0.006, -0.001, -0.001], [-0.001, 0.000, 0.001], [0.000, 0.000, 0.000], [0.000, 0.000, 0.000], [0.000, 0.001, 0.000], [-0.002, -0.002, 0.000]], "mulliken_charge": [-1.18, -0.27, 0.08, -0.78, -0.06, 0.45, 0.31, -0.85, 0.08, -0.73, -0.38, -1.07, -0.23, 0.69, 0.17, -0.81, 0.11, -0.27, 0.33, 0.36, -0.86, 0.03, -0.75, -0.33, -1.08, -0.24, 0.60, 0.55, 0.49, 0.38, 0.45, 0.44, 0.55, 0.48, 0.39, 0.43, 0.53, -0.60, -0.56, 0.01, -0.51, -0.76, -1.62, 1.18, -1.59, 1.86, -1.53, 0.67, -0.76, 0.35, -0.40, -0.61, -0.39, -0.68, -0.44, 2.06, 0.46, 0.31, 0.16, 0.25, 0.42, 0.33, 0.35, 0.10, 0.42, 0.36, 0.35, 0.37, 0.44]}

***

Record 2
{"formula": "C4H5N5", "method": "ωB97M-V/def2-TZVPD", "smiles": "Cc1[nH]nc2nn[nH]c12", "gap_ev": 9.0228, "de_lowest_kcal_mol": 86.2, "total_charge": 0, "elements": ["C", "C", "N", "N", "C", "N", "N", "N", "C", "H", "H", "H", "H", "H"], "xyz": [[2.049, -0.797, 0.044], [0.746, 0.055, -0.228], [0.616, 1.413, -0.112], [-0.651, 1.964, 0.151], [-1.445, 0.927, 0.013], [-2.715, 0.774, -0.102], [-2.896, -0.474, 0.020], [-1.683, -1.207, 0.072], [-0.643, -0.307, 0.064], [2.005, -1.752, -0.567], [2.379, -0.840, 1.228], [2.744, 0.155, -0.252], [1.190, 2.215, -0.027], [-1.698, -2.127, -0.303]], "forces_ev_per_angstrom": [[0.475, 4.297, 0.841], [-2.830, -1.846, 3.027], [-2.253, 1.555, 1.119], [1.874, -0.150, -1.998], [6.502, -0.044, 0.940], [-2.456, -1.275, 1.245], [-0.891, -2.687, -1.069], [-0.214, 1.818, 0.190], [-0.655, 1.391, -2.038], [0.749, 1.440, 0.934], [-1.461, -0.516, -3.003], [-0.370, -3.170, -0.125], [1.839, -0.214, -0.151], [-0.309, -0.597, 0.087]], "mulliken_charge": [-0.92, -0.08, 0.21, -0.81, 0.60, -0.28, -0.55, 0.04, 0.52, 0.28, 0.25, 0.25, 0.22, 0.27]}

***

Record 3
{"formula": "C3H6O", "method": "ωB97M-V/def2-TZVPD", "smiles": "C=CCO", "gap_ev": 10.7581, "de_lowest_kcal_mol": 23.8, "total_charge": 0, "elements": ["C", "C", "C", "O", "H", "H", "H", "H", "H", "H"], "xyz": [[0.115, 1.209, 0.999], [-0.144, -0.088, 0.970], [-0.042, -0.918, -0.292], [0.149, -0.143, -1.463], [0.156, 1.747, 1.933], [0.254, 1.764, 0.086], [-0.256, -0.676, 1.876], [-0.951, -1.515, -0.386], [0.828, -1.568, -0.215], [-0.716, 0.076, -1.830]], "forces_ev_per_angstrom": [[-0.376, -0.036, 0.213], [0.838, -0.283, -0.381], [-0.479, 0.551, 0.121], [-0.208, 0.030, -0.197], [-0.083, 0.092, 0.079], [0.164, 0.030, -0.095], [-0.139, 0.128, 0.088], [0.092, -0.328, -0.017], [-0.049, -0.205, 0.074], [0.241, 0.022, 0.113]], "mulliken_charge": [-0.66, -0.13, -0.34, -0.52, 0.27, 0.26, 0.30, 0.28, 0.24, 0.31]}

***

Record 4
{"formula": "C28H77N7O7", "method": "ωB97M-V/def2-TZVPD", "smiles": "COC[C@H](C)N.COC[C@H](C)N.COC[C@H](C)N.COC[C@H](C)N.COC[C@H](C)N.COC[C@H](C)N.COC[C@H](C)N", "gap_ev": 9.3131, "de_lowest_kcal_mol": 145.6, "total_charge": 0, "elements": ["C", "O", "C", "C", "C", "N", "H", "H", "H", "H", "H", "H", "H", "H", "H", "H", "H", "C", "O", "C", "C", "C", "N", "H", "H", "H", "H", "H", "H", "H", "H", "H", "H", "H", "C", "O", "C", "C", "C", "N", "H", "H", "H", "H", "H", "H", "H", "H", "H", "H", "H", "C", "O", "C", "C", "C", "N", "H", "H", "H", "H", "H", "H", "H", "H", "H", "H", "H", "C", "O", "C", "C", "C", "N", "H", "H", "H", "H", "H", "H", "H", "H", "H", "H", "H", "C", "O", "C", "C", "C", "N", "H", "H", "H", "H", "H", "H", "H", "H", "H", "H", "H", "C", "O", "C", "C", "C", "N", "H", "H", "H", "H", "H", "H", "H", "H", "H", "H", "H"], "xyz": [[-7.223, -2.719, -6.139], [-8.609, -2.519, -6.379], [-8.962, -1.306, -7.022], [-8.825, 0.041, -6.163], [-9.794, -0.089, -4.969], [-9.242, 1.171, -6.944], [-6.615, -1.824, -6.009], [-6.885, -3.404, -6.917], [-7.002, -3.303, -5.246], [-8.270, -1.226, -7.861], [-9.973, -1.367, -7.426], [-7.769, 0.237, -5.978], [-9.973, 0.871, -4.484], [-9.418, -0.879, -4.319], [-10.811, -0.372, -5.238], [-8.881, 1.245, -7.884], [-10.241, 1.319, -6.946], [-1.456, 0.179, -1.720], [-0.337, 0.751, -1.066], [0.648, -0.155, -0.501], [1.750, 0.586, 0.255], [2.495, 1.576, -0.585], [2.861, -0.104, 0.850], [-2.076, 0.896, -2.258], [-2.119, -0.330, -1.021], [-1.061, -0.555, -2.422], [0.158, -0.874, 0.156], [1.153, -0.693, -1.304], [1.289, 1.219, 1.013], [3.033, 1.024, -1.356], [3.324, 2.142, -0.161], [1.900, 2.302, -1.140], [3.421, -0.414, 0.069], [3.490, 0.383, 1.472], [0.544, 10.173, 4.219], [0.158, 8.837, 4.260], [-0.130, 8.091, 5.460], [-0.138, 6.571, 5.217], [0.259, 5.797, 6.413], [0.809, 6.160, 4.175], [1.588, 10.115, 4.529], [-0.035, 10.735, 4.952], [0.477, 10.536, 3.194], [0.696, 8.328, 6.131], [-1.094, 8.515, 5.739], [-1.143, 6.347, 4.861], [-0.181, 6.155, 7.344], [1.331, 5.887, 6.589], [-0.114, 4.773, 6.401], [0.745, 5.160, 4.046], [0.487, 6.599, 3.325], [9.693, -3.122, -3.093], [8.263, -3.012, -3.436], [7.681, -4.302, -3.587], [6.190, -4.063, -3.830], [5.241, -5.199, -3.509], [5.895, -3.669, -5.164], [9.782, -3.673, -2.156], [10.051, -2.152, -2.747], [10.275, -3.584, -3.890], [8.237, -4.937, -4.277], [7.745, -4.783, -2.611], [5.788, -3.293, -3.171], [5.254, -6.119, -4.093], [4.190, -4.995, -3.712], [5.452, -5.383, -2.455], [6.173, -4.545, -5.584], [6.651, -3.037, -5.389], [-9.163, 8.738, -1.381], [-7.762, 8.730, -1.186], [-7.150, 7.684, -1.936], [-5.686, 7.525, -1.506], [-5.061, 6.179, -1.978], [-5.623, 7.312, -0.018], [-9.381, 9.788, -1.185], [-9.647, 8.140, -0.610], [-9.530, 8.423, -2.358], [-7.534, 6.704, -1.653], [-7.074, 7.835, -3.012], [-5.048, 8.381, -1.726], [-5.347, 5.330, -1.357], [-3.976, 6.116, -2.053], [-5.502, 6.054, -2.967], [-4.860, 7.174, 0.629], [-6.110, 8.147, 0.272], [11.827, -4.850, 6.791], [11.503, -3.498, 6.870], [10.391, -3.156, 6.044], [9.661, -1.900, 6.483], [8.383, -1.690, 5.673], [10.406, -0.756, 6.101], [11.013, -5.483, 7.144], [12.778, -5.060, 7.280], [11.938, -5.119, 5.740], [10.571, -3.114, 4.969], [9.645, -3.936, 6.196], [9.488, -1.909, 7.559], [8.576, -1.454, 4.627], [7.884, -0.901, 6.235], [7.814, -2.606, 5.835], [10.270, 0.015, 6.739], [11.383, -1.002, 6.170], [-4.375, -9.698, -0.539], [-3.603, -9.713, 0.666], [-3.796, -8.448, 1.314], [-3.156, -7.175, 0.718], [-1.658, -7.363, 0.276], [-3.426, -5.945, 1.547], [-5.423, -9.487, -0.328], [-4.310, -10.610, -1.133], [-4.038, -8.952, -1.259], [-4.860, -8.245, 1.437], [-3.319, -8.694, 2.263], [-3.765, -7.046, -0.177], [-1.408, -8.395, 0.027], [-1.027, -7.058, 1.110], [-1.502, -6.707, -0.580], [-3.254, -4.985, 1.285], [-2.957, -6.039, 2.437]], "forces_ev_per_angstrom": [[-0.007, -0.755, -0.247], [-0.478, 0.249, 1.148], [1.470, 0.853, 0.354], [-1.503, -1.514, -1.056], [0.748, 0.118, 0.026], [-0.429, 0.952, -0.341], [-0.168, 0.216, -0.543], [0.570, 0.489, -0.464], [-0.813, 0.075, 0.440], [-0.005, 0.382, -0.486], [-0.076, -0.228, 0.293], [-0.039, -0.423, 0.864], [0.653, -0.025, 0.422], [-0.128, 0.318, 0.378], [0.118, -0.358, -0.701], [0.086, -0.206, 0.031], [0.001, -0.142, -0.118], [0.788, -1.013, 0.255], [0.836, 0.717, 0.781], [-0.263, -0.254, -0.408], [0.485, 3.541, 0.999], [-0.064, 1.331, -2.835], [-0.297, -3.366, 0.334], [0.559, 0.425, 0.152], [-0.016, -0.167, 0.232], [-0.335, -0.209, -0.324], [-0.035, -0.113, 0.101], [-0.157, -0.331, -0.356], [-0.429, -0.386, 0.413], [-0.065, -0.289, -0.446], [-0.393, -0.092, 0.946], [-0.331, 0.046, 0.022], [0.382, -0.353, 0.185], [-0.664, 0.514, -0.052], [0.673, -0.944, 1.428], [-1.126, -2.462, -1.818], [1.314, 1.702, -1.095], [-0.269, 0.407, -1.343], [-0.610, -0.110, 2.041], [-0.020, 0.897, -0.253], [0.376, 0.997, 0.031], [-0.048, 0.587, -0.201], [-0.230, 0.016, 0.207], [-0.181, 0.050, 0.690], [-0.068, -0.573, 0.980], [-0.381, -0.285, 0.367], [-0.272, 0.433, 0.047], [0.055, -0.375, -0.314], [0.519, -0.218, -0.417], [-0.051, -0.135, 0.022], [0.318, 0.007, -0.374], [-1.720, 0.285, 0.720], [1.948, -0.194, -0.248], [-0.675, 0.652, 1.941], [-1.309, -0.360, 0.476], [0.083, -0.864, 0.652], [0.683, 0.112, -1.011], [-0.045, -0.735, -0.123], [-0.071, 0.283, -0.892], [0.017, 0.187, -0.001], [-0.290, 0.040, -0.582], [0.199, -0.395, 0.274], [0.824, 0.403, 0.324], [1.225, -0.284, -0.074], [0.026, 1.033, 0.573], [-0.672, -0.686, 0.090], [-0.231, -0.014, -1.450], [0.003, 0.539, -0.664], [0.061, 0.959, 1.023], [0.496, -1.046, -1.511], [1.984, -0.403, 1.440], [2.686, -2.093, 2.591], [-0.827, 0.626, -1.588], [-2.818, 1.696, 0.116], [-0.720, -0.074, -0.246], [-0.112, -0.210, -0.006], [0.358, 0.076, -0.174], [-0.792, -0.038, -0.316], [-0.763, 0.213, -0.190], [-0.168, 0.117, -0.679], [-0.423, 0.325, 0.103], [-0.023, 0.586, -0.040], [0.418, -0.689, -0.418], [0.791, -0.010, -1.194], [-0.145, -0.037, 1.092], [-0.005, -0.405, -1.001], [-0.154, 1.357, -0.182], [-1.191, -0.731, 1.121], [0.016, 0.038, -1.142], [-0.426, -1.368, 1.763], [2.296, 1.283, 0.054], [-0.024, -0.101, 0.489], [-0.247, 0.177, 0.251], [0.253, -0.209, -0.285], [0.659, 0.046, -0.130], [-0.151, -0.437, -0.180], [-0.295, -0.444, 0.117], [-0.042, -0.045, 0.284], [-0.361, 0.239, -0.652], [-0.675, 0.036, -0.552], [-0.071, 0.173, -0.004], [0.418, 0.389, 0.048], [0.183, -0.060, -0.505], [-0.657, 1.079, -1.601], [0.924, -0.286, 1.594], [0.363, 0.719, -1.341], [-1.219, 0.344, 0.648], [-0.113, -1.900, 0.933], [-0.157, -0.076, 0.137], [0.155, -0.431, 0.698], [0.199, 0.420, 0.174], [-0.119, -0.081, 0.208], [-0.277, 0.530, 0.490], [0.237, 0.379, -0.327], [-0.193, 0.017, -0.131], [0.167, 0.052, -0.089], [0.353, -0.075, 0.066], [0.169, -0.466, -1.176], [-0.012, -0.162, 0.220]], "mulliken_charge": [-0.72, -0.36, -0.66, 0.45, -1.43, -0.66, 0.30, 0.27, 0.27, 0.38, 0.33, 0.27, 0.43, 0.32, 0.36, 0.21, 0.23, -0.69, -0.29, -0.64, 0.54, -1.47, -0.75, 0.24, 0.27, 0.30, 0.32, 0.28, 0.24, 0.39, 0.38, 0.31, 0.29, 0.29, -0.71, -0.33, -0.72, 0.67, -1.55, -0.73, 0.29, 0.27, 0.22, 0.38, 0.33, 0.22, 0.36, 0.42, 0.39, 0.24, 0.24, -0.75, -0.33, -0.62, 0.45, -1.51, -0.72, 0.31, 0.28, 0.29, 0.32, 0.35, 0.23, 0.33, 0.40, 0.36, 0.30, 0.32, -0.76, -0.31, -0.60, 0.56, -1.39, -0.70, 0.25, 0.29, 0.32, 0.31, 0.31, 0.29, 0.40, 0.36, 0.30, 0.18, 0.18, -0.71, -0.33, -0.86, 0.50, -1.32, -0.70, 0.29, 0.27, 0.31, 0.34, 0.36, 0.33, 0.35, 0.34, 0.36, 0.22, 0.25, -0.72, -0.35, -0.68, 0.37, -1.23, -0.61, 0.31, 0.30, 0.27, 0.36, 0.34, 0.24, 0.31, 0.35, 0.29, 0.21, 0.24]}

***

Question: Which formula does entry 3 have?
Answer: C3H6O